The following is a DFT calculation (ωB97M-V/def2-TZVPD) of a molecular structure, C28H22IN5O4ReS.

XYZ file:
```
62
Properties=species:S:1:pos:R:3:lowdin_charge:R:1
Re -0.597 -0.186 0.166 1.395
C -0.612 -1.912 4.367 -0.002
C 0.568 -1.078 4.029 -0.250
N 1.254 -0.526 4.978 0.142
C 2.335 0.197 4.799 -0.049
C 2.867 0.381 3.531 -0.120
C 4.167 1.158 3.410 -0.225
O 4.371 2.048 4.461 -0.029
C 2.169 -0.155 2.438 -0.092
C 2.737 -0.158 1.110 -0.051
N 2.050 -0.202 0.032 0.008
C 2.664 -0.314 -1.211 -0.343
C 3.855 0.344 -1.535 -0.006
C 4.463 0.139 -2.759 -0.037
C 3.904 -0.722 -3.691 -0.040
C 2.697 -1.343 -3.414 -0.117
C 2.090 -1.121 -2.194 -0.526
I 0.250 -2.115 -1.718 1.222
C 0.940 -0.857 2.649 -0.300
O 0.224 -1.341 1.705 -0.225
H -0.642 -2.054 5.443 0.096
H -0.552 -2.881 3.872 0.093
H -1.533 -1.429 4.041 0.066
H 2.801 0.635 5.671 0.133
H 4.235 1.666 2.438 0.118
H 4.996 0.441 3.482 0.147
H 3.879 2.867 4.334 0.109
H 3.826 -0.209 1.072 0.156
H 4.296 1.018 -0.816 0.120
H 5.394 0.637 -2.976 0.124
H 4.399 -0.914 -4.630 0.125
H 2.248 -2.004 -4.135 0.109
O -5.604 -4.760 -3.080 0.162
C -5.786 -3.469 -3.313 -0.492
O -6.718 -3.043 -3.927 0.171
C -4.749 -2.514 -2.761 -0.099
C -4.274 -2.608 -1.454 0.007
C -3.386 -1.665 -0.971 -0.045
C -2.964 -0.606 -1.788 -0.327
C -3.427 -0.536 -3.110 0.005
C -4.326 -1.469 -3.580 0.028
N -2.072 0.342 -1.279 -0.099
C -2.105 1.579 -1.692 0.007
C -1.108 2.456 -1.161 -0.209
C -0.983 3.814 -1.468 0.047
C 0.026 4.552 -0.881 0.015
C 0.886 3.919 0.013 0.018
C 0.701 2.578 0.286 -0.069
N -0.253 1.847 -0.293 -0.050
H -4.790 -4.989 -2.611 0.126
H -4.622 -3.397 -0.802 0.134
H -3.048 -1.719 0.060 0.095
H -3.057 0.236 -3.769 0.120
H -4.706 -1.403 -4.588 0.140
H -2.857 1.948 -2.378 0.157
H -1.675 4.272 -2.156 0.137
H 0.144 5.601 -1.105 0.135
H 1.678 4.470 0.497 0.130
H 1.332 2.072 1.003 0.111
S -3.620 1.231 3.461 0.857
C -2.583 0.790 2.365 -0.846
N -1.800 0.464 1.533 -0.116
```

For the energy above the lowest of the compared OMol25 structures with the same formula, charge and spin, the calculation gives 65.6 kcal/mol. The LUMO energy (spin up / spin down) is -8.5 / -8.9 eV. The expectation value of S² is 0.77. As for the orbital gap (spin up / spin down): 5.13 / 4.56 eV. The net charge is +2. Its calculated total energy is -66083.31498 eV. As for the largest force on an atom: 0.07497 hartree/bohr. Its spin multiplicity is 2.